108
Properties=species:S:1:pos:R:3 method="wB97M-V/def2-TZVPD" homo_ha=-0.397 orbital_gap_ev=10.70 e_lumo_ev=-0.11 smiles="CCOC(=O)C(F)(F)F.CCOC(=O)C(F)(F)F.CCOC(=O)C(F)(F)F.COC(=O)OC.COC(=O)OC.COC(=O)OC.CC#N.CC#N.CC#N.CC#N.CC#N"
C -1.3844 -1.7898 -3.9631
C -2.3280 -1.8503 -5.1376
O -2.0078 -3.0269 -5.8740
C -2.6054 -3.2819 -7.0192
O -3.3221 -2.5575 -7.6516
C -2.2861 -4.7044 -7.5395
F -3.4208 -5.3942 -7.7478
F -1.6459 -4.6036 -8.7196
F -1.5211 -5.3947 -6.7023
H -0.3801 -2.1079 -4.2358
H -1.6903 -2.4488 -3.1442
H -1.2555 -0.8022 -3.5239
H -2.2593 -0.9253 -5.7152
H -3.3634 -1.8634 -4.7892
C 1.7238 -2.2995 -0.8378
C 1.7790 -3.5442 -1.6987
O 1.7044 -3.1967 -3.0910
C 1.5931 -4.1880 -3.9467
O 1.4004 -5.3177 -3.6578
C 1.9159 -3.7152 -5.3900
F 2.8694 -2.7658 -5.3784
F 2.3568 -4.7400 -6.1024
F 0.8269 -3.2043 -5.9621
H 1.0455 -1.5673 -1.2812
H 2.6948 -1.8278 -0.7062
H 1.2851 -2.5358 0.1322
H 0.8932 -4.1414 -1.4652
H 2.6607 -4.1577 -1.5142
C 3.0913 0.5295 4.0568
C 4.0403 0.9706 5.1411
O 4.2181 -0.2237 5.9370
C 4.9090 -0.1333 7.0451
O 5.3710 0.8855 7.4654
C 5.1730 -1.4627 7.7886
F 4.2634 -1.5994 8.7763
F 5.0763 -2.5157 6.9789
F 6.3766 -1.4430 8.3556
H 2.2323 0.0373 4.5169
H 3.5317 -0.2062 3.3835
H 2.7693 1.3609 3.4371
H 3.7030 1.8132 5.7443
H 5.0112 1.2966 4.7599
C -4.1429 -0.1675 -1.8792
O -5.5467 -0.1159 -2.0836
C -6.0870 -0.6779 -3.1411
O -5.5442 -1.3772 -3.9502
O -7.3926 -0.4275 -3.1280
C -8.1437 -0.9490 -4.1936
H -3.6922 -1.1291 -2.1002
H -3.9348 0.1592 -0.8652
H -3.6672 0.6152 -2.4800
H -8.0169 -0.3739 -5.1130
H -9.1877 -0.8457 -3.9063
H -7.9391 -1.9921 -4.4223
C -1.4736 -0.7695 4.3368
O -2.1260 -1.1021 3.0918
C -1.5550 -2.0644 2.3712
O -0.6050 -2.7217 2.6932
O -2.1812 -2.1349 1.1862
C -2.0455 -3.3186 0.4226
H -2.0094 0.0769 4.7401
H -0.4394 -0.5070 4.1301
H -1.4809 -1.6268 5.0068
H -2.2654 -3.0809 -0.6130
H -2.6466 -4.1494 0.7987
H -1.0201 -3.7075 0.4498
C -0.2287 4.0280 4.4044
O 0.4404 3.7885 5.6401
C 0.5504 2.5143 5.9812
O 0.0765 1.5718 5.3968
O 1.2409 2.4580 7.1155
C 1.5021 1.1672 7.6712
H -1.3043 4.0012 4.5750
H 0.0679 3.3400 3.6195
H 0.0496 5.0419 4.1289
H 2.4290 0.7100 7.3351
H 0.6753 0.4935 7.4545
H 1.5961 1.3093 8.7451
C 2.0785 4.5076 0.4509
C 2.5753 4.9434 1.7462
N 2.9633 5.3084 2.7495
H 2.8524 4.2396 -0.2601
H 1.5093 5.3462 0.0445
H 1.4213 3.6506 0.5501
C 4.7296 0.3054 -1.8604
C 3.8093 1.0843 -1.0439
N 3.0472 1.6952 -0.4538
H 4.8589 0.7158 -2.8592
H 4.3278 -0.6972 -1.9906
H 5.6966 0.3018 -1.3577
C -1.7575 6.5945 -1.3785
C -1.4895 5.3330 -0.6838
N -1.2888 4.3483 -0.1453
H -2.0402 7.3674 -0.6667
H -2.5594 6.4567 -2.0972
H -0.8132 6.8913 -1.8377
C -0.3368 1.2098 1.0905
C -0.7945 0.5004 -0.0842
N -1.1201 -0.0501 -1.0226
H 0.6409 1.6680 0.9429
H -0.2306 0.5172 1.9210
H -1.0109 2.0087 1.3933
C 0.3664 3.0607 -2.6975
C 1.2641 2.0867 -3.2956
N 1.9878 1.2959 -3.7007
H -0.6525 2.8814 -3.0426
H 0.5799 4.1002 -2.9373
H 0.3879 2.9356 -1.6170



97
Properties=species:S:1:pos:R:3 method="wB97M-V/def2-TZVPD" homo_ha=-0.086 charge=-1 orbital_gap_ev=4.21 e_lumo_ev=1.87
C -0.1923 -0.6934 -0.6425
O -0.4513 0.6835 -0.7763
C -1.8270 1.0192 -0.4858
C -2.8880 0.3248 -1.3443
O -3.3129 -0.9560 -0.6900
N -4.1555 -0.7236 0.2931
O -4.7492 -1.7342 0.6090
H -0.6941 -1.2954 -1.4234
H -0.4370 -1.0967 0.3586
H 0.8906 -0.8418 -0.8035
H -2.1049 0.8989 0.5805
H -1.9182 2.0945 -0.7095
H -2.4544 0.0791 -2.3283
C 3.3892 -0.4539 -3.4057
C 3.3958 -1.2318 -2.1646
N 3.4012 -1.8398 -1.1833
H 2.6494 -0.8599 -4.0947
H 3.1446 0.5865 -3.1918
H 4.3729 -0.4981 -3.8727
C 3.3519 1.7147 0.3304
C 1.9725 1.9399 -0.1523
N 0.8904 2.1110 -0.5248
H 4.0631 2.0282 -0.4316
H 3.5244 2.2944 1.2381
H 3.5082 0.6570 0.5499
C 3.4524 4.8443 3.5176
C 3.7496 3.4152 3.4000
N 3.9830 2.2948 3.3078
H 3.9534 5.3926 2.7205
H 2.3790 5.0076 3.4427
H 3.8008 5.2136 4.4790
C 4.7674 3.8861 7.4708
C 3.3913 4.0854 7.0078
N 2.3156 4.2414 6.6401
H 5.4665 4.1885 6.6926
H 4.9470 4.4826 8.3635
H 4.9290 2.8356 7.7047
C 3.9485 5.2448 -2.0251
C 3.8256 3.8577 -2.4665
N 3.7292 2.7717 -2.8258
H 3.0152 5.5773 -1.5726
H 4.7585 5.3283 -1.2917
H 4.1728 5.8795 -2.8799
C -6.3831 -3.5214 -1.0229
C -7.4626 -3.7116 -1.9982
N -8.3079 -3.8607 -2.7629
H -6.0041 -4.4906 -0.6997
H -5.5705 -2.9541 -1.4719
H -6.7550 -2.9778 -0.1586
C -9.2928 -6.9266 -2.3468
C -9.3372 -8.3323 -2.7617
N -9.3685 -9.4357 -3.0883
H -10.2306 -6.6525 -1.8670
H -8.4749 -6.7743 -1.6446
H -9.1376 -6.2871 -3.2129
C -6.2587 -9.8934 -1.1560
C -5.8989 -8.4745 -1.0387
N -5.6260 -7.3632 -0.9492
H -7.2902 -9.9779 -1.4957
H -5.6039 -10.3808 -1.8758
H -6.1534 -10.3806 -0.1883
C 0.4545 6.9902 -4.1757
C 1.7018 7.5657 -3.6633
N 2.6819 8.0088 -3.2622
H 0.1049 7.5677 -5.0296
H 0.6233 5.9602 -4.4854
H -0.3063 7.0061 -3.3971
C 7.6186 2.5263 -1.9973
C 7.0113 3.6751 -1.3237
N 6.5343 4.5642 -0.7749
H 8.7019 2.5656 -1.8968
H 7.2537 1.6033 -1.5469
H 7.3575 2.5364 -3.0547
C 6.6014 -2.8654 -1.0522
C 7.0931 -1.4871 -1.0145
N 7.4778 -0.4058 -0.9848
H 5.5653 -2.8763 -1.3865
H 7.2101 -3.4552 -1.7371
H 6.6554 -3.3024 -0.0576
C 4.4586 -3.9979 3.0340
C 4.0441 -3.4290 1.7454
N 3.7186 -2.9728 0.7370
H 4.3894 -3.2395 3.8121
H 3.8117 -4.8341 3.2936
H 5.4873 -4.3500 2.9710
C -7.2818 -1.3025 2.9056
C -7.8655 -0.9936 4.2158
N -8.3231 -0.7519 5.2409
H -7.1074 -0.3832 2.3502
H -6.3343 -1.8222 3.0319
H -7.9620 -1.9362 2.3392
C -4.0735 3.6685 1.4547
C -2.9599 4.3997 0.8463
N -2.0825 4.9598 0.3624
H -3.8272 3.4098 2.4831
H -4.9704 4.2859 1.4460
H -4.2612 2.7527 0.8902



82
Properties=species:S:1:pos:R:3 method="wB97M-V/def2-TZVPD" homo_ha=-0.369 charge=+1 orbital_gap_ev=5.81 e_lumo_ev=-4.24
C -4.3883 3.6111 -2.8943
C -4.0511 2.3985 -2.0337
C -2.5724 2.3670 -1.6325
C -2.2139 1.1571 -0.7689
P -3.0434 1.2153 0.8817
C -2.3871 -0.3741 1.5762
C -3.5100 -1.3985 1.7459
C -4.5328 -0.9835 2.8061
C -5.6108 -2.0415 3.0109
C -1.8663 2.3643 1.7238
C -2.3105 2.6188 3.1631
C -1.3549 3.5296 3.9440
C 0.0262 2.9217 4.1607
H -5.4452 3.5955 -3.1696
H -4.1918 4.5435 -2.3559
H -3.7995 3.6145 -3.8169
H -4.6796 2.3965 -1.1327
H -4.2849 1.4791 -2.5839
H -1.9507 2.3430 -2.5399
H -2.3357 3.3045 -1.1079
H -2.5540 0.2264 -1.2503
H -1.1269 1.0975 -0.6091
H -1.6286 -0.7568 0.8801
H -1.9099 -0.1655 2.5459
H -4.0391 -1.5503 0.7942
H -3.0666 -2.3639 2.0253
H -4.0096 -0.8057 3.7542
H -4.9990 -0.0318 2.5156
H -6.3258 -1.7065 3.7653
H -6.1586 -2.2316 2.0830
H -5.1719 -2.9833 3.3538
H -0.8625 1.9132 1.6866
H -1.8426 3.3058 1.1512
H -3.3059 3.0834 3.1624
H -2.4021 1.6673 3.7056
H -1.2634 4.4802 3.4079
H -1.8219 3.7446 4.9114
H 0.6265 3.5660 4.8078
H -0.0449 1.9394 4.6417
H 0.5637 2.8053 3.2139
C 2.4416 -0.7035 -7.2271
N 1.8088 0.0116 -6.1472
C 1.0809 1.2414 -6.4121
C 0.7069 1.7661 -5.0079
C 1.3244 0.7921 -4.0657
C 1.9272 -0.2489 -4.8195
C 2.5058 -1.3616 -4.1848
C 2.4815 -1.3993 -2.8021
C 2.0035 -0.3043 -1.9996
C 2.0622 -0.2510 -0.5834
C 2.7583 -1.1141 0.3036
C 2.4553 -1.0307 1.7036
C 3.0208 -1.9190 2.5863
C 3.9099 -2.9273 2.1293
N 4.3437 -3.6730 3.1781
C 5.3032 -4.7465 3.1253
C 3.8721 -3.1654 4.4555
C 2.9105 -2.0185 4.0690
C 4.2988 -2.9938 0.7803
C 3.7835 -2.0461 -0.0865
C 1.3826 0.7894 -2.6924
H 3.0567 -1.5141 -6.8233
H 1.6945 -1.1241 -7.9172
H 3.0755 -0.0204 -7.8152
H 1.7114 1.9538 -6.9661
H 0.1883 1.0438 -7.0253
H 1.0841 2.7847 -4.8684
H -0.3862 1.8033 -4.9052
H 2.9255 -2.1689 -4.7888
H 2.8283 -2.3084 -2.3252
H 1.5192 0.5760 -0.1142
H 1.7713 -0.2615 2.0694
H 5.3827 -5.1175 2.0982
H 6.3021 -4.4286 3.4676
H 4.9750 -5.5603 3.7871
H 3.3730 -3.9563 5.0327
H 4.7134 -2.7918 5.0625
H 3.2102 -1.0899 4.5686
H 1.8928 -2.2565 4.3991
H 5.0048 -3.7642 0.4627
H 4.1867 -2.0167 -1.0930
H 0.9551 1.6237 -2.1307



93
Properties=species:S:1:pos:R:3 method="wB97M-V/def2-TZVPD" homo_ha="-0.462 / -0.468" charge=+2 orbital_gap_ev="7.58 / 5.35" e_lumo_ev="-4.99 / -7.38" s2=3.77 spin_multiplicity=4
Re 0.4471 -0.4787 0.1045
C -0.3664 -0.0268 3.4718
O -0.2834 0.3763 2.0801
C -1.1560 1.4975 1.8337
C -0.4089 2.4602 0.9639
O 0.1842 1.7165 -0.1210
C 0.9087 2.6072 -0.9896
H 0.0135 0.7895 4.0873
H 0.2221 -0.9196 3.6015
H -1.4097 -0.2264 3.7136
H -1.3991 1.9839 2.7781
H -2.0718 1.1434 1.3624
H 0.3884 2.9669 1.5116
H -1.0882 3.1996 0.5381
H 0.2349 3.4057 -1.3003
H 1.2347 2.0478 -1.8574
H 1.7747 3.0166 -0.4665
C -0.8115 0.7198 -3.0172
C 0.3469 -0.1955 -3.0144
C 0.9713 -0.6456 -4.2227
C 1.9914 -1.4615 -3.8636
C 1.9971 -1.5124 -2.4353
C 2.9814 -2.2982 -1.6670
N 0.9883 -0.7300 -1.9230
H -0.5941 1.5612 -3.6823
H -1.0957 1.1050 -2.0439
H -1.6738 0.2068 -3.4551
H 0.6563 -0.3598 -5.2145
H 2.6863 -1.9892 -4.4981
H 3.9528 -1.7936 -1.7052
H 3.1161 -3.2739 -2.1387
H 2.6996 -2.4345 -0.6312
C 1.7205 -4.8597 3.1354
N 1.2105 -4.4223 1.8272
C 0.9777 -5.3261 0.8496
C 0.4557 -4.9559 -0.3331
C 0.1449 -3.5811 -0.5285
N 0.5213 -2.6380 0.3782
C 0.9752 -3.0707 1.6279
O 1.1846 -2.2808 2.5249
N -0.4977 -3.2361 -1.6364
H 1.3363 -5.8545 3.3429
H 1.3739 -4.1693 3.8950
H 2.8092 -4.8760 3.1314
H 1.2084 -6.3558 1.0871
H 0.2202 -5.6834 -1.0941
H -0.8258 -3.9723 -2.2401
H -0.9913 -2.3449 -1.6526
Se -2.5525 -2.0242 1.1930
C -4.2176 -1.1886 1.6509
C -4.8340 -0.2127 0.8858
C -6.0527 0.2863 1.3289
N -6.6597 -0.1094 2.4414
C -6.0539 -1.0502 3.1604
C -4.8379 -1.6221 2.8145
H -4.3983 0.1511 -0.0346
H -6.5675 1.0445 0.7472
H -6.5613 -1.3673 4.0645
H -4.3999 -2.3841 3.4472
C 3.8071 -1.3483 1.6706
P 2.8120 -0.0079 0.9242
C 2.7298 1.1412 2.3383
C 4.0430 0.8030 -0.1665
C 5.2928 1.1535 0.3535
C 6.2437 1.7765 -0.4373
C 5.9663 2.0647 -1.7673
C 4.7314 1.7279 -2.2977
C 3.7806 1.1053 -1.5001
H 4.7587 -0.9408 2.0073
H 4.0180 -2.1437 0.9575
H 3.2756 -1.7580 2.5231
H 3.7364 1.4489 2.6176
H 2.2664 0.6350 3.1839
H 2.1525 2.0289 2.0931
H 5.5418 0.9529 1.3880
H 7.2035 2.0393 -0.0132
H 6.7101 2.5510 -2.3840
H 4.5055 1.9500 -3.3328
H 2.8265 0.8467 -1.9348
C -4.6274 2.3687 -2.4765
As -3.3642 3.2129 -1.2425
C -4.6342 3.7540 0.1432
C -3.2259 4.9424 -2.1501
S -1.8705 -0.6822 -0.4353
H -5.4787 3.0265 -2.6496
H -4.9851 1.4230 -2.0698
H -4.1382 2.1699 -3.4301
H -5.4915 4.2598 -0.3004
H -4.1473 4.4355 0.8407
H -4.9783 2.8815 0.6971
H -4.2137 5.3132 -2.4223
H -2.6226 4.8485 -3.0527
H -2.7494 5.6657 -1.4886